# 1
64
Properties=species:S:1:pos:R:3 method="wB97M-V/def2-TZVPD" orbital_gap_ev=8.323 total_charge=+1 lumo_energy_ev=-2.06 de_lowest_kj_mol=31.9
H -1.829 4.247 -0.511
N 1.358 3.675 -1.391
H 5.918 0.035 2.663
H -1.952 1.033 -2.177
C -0.455 -4.803 1.402
O 2.453 -0.224 0.590
S 3.709 0.478 0.177
C 6.032 0.335 1.621
C -0.337 2.228 1.776
O 0.890 1.486 -1.218
H -0.014 -5.697 1.820
C -0.700 4.925 1.165
H -0.839 5.967 0.909
H 2.373 1.208 -3.171
H 0.398 5.324 2.964
H -3.932 -0.819 0.740
C -1.815 1.931 -1.580
H 1.690 5.717 -1.449
H -3.481 -2.241 -1.344
C -1.727 -4.411 1.791
C -1.241 3.943 0.345
H 0.699 2.929 3.509
C -0.297 -2.887 -0.044
H 0.746 3.818 -0.599
H -2.296 -5.012 2.487
H -3.179 -0.561 -1.805
H 2.799 2.879 -3.344
H -2.502 -0.602 1.764
C -2.273 -3.243 1.282
H 5.941 2.200 0.515
N -1.622 1.545 -0.173
Ga 0.172 -0.056 -0.047
C 5.140 -0.538 0.729
C -2.709 -1.472 -1.441
H 5.961 2.414 2.271
C -2.892 -0.470 0.758
H 5.647 -0.859 -0.180
C -2.892 1.029 0.409
H 3.564 2.668 1.204
H 7.082 0.219 1.357
H -0.930 2.441 -1.945
C 2.011 4.828 -1.982
C 4.064 1.733 1.458
C 0.164 3.222 2.615
H -1.975 -1.803 -2.174
H -3.117 1.572 1.327
C 1.503 2.409 -1.804
N -2.049 -1.225 -0.151
H 1.242 -4.356 0.163
C 0.255 -4.050 0.481
H 4.735 -1.414 1.230
H -3.265 -2.939 1.589
N 2.276 2.163 -2.873
H -2.683 2.583 -1.714
S 0.589 -1.931 -1.250
C 5.580 1.791 1.463
H 3.661 1.348 2.396
H 3.098 4.760 -1.895
H -3.695 1.239 -0.299
H 1.744 4.937 -3.035
C -1.557 -2.465 0.382
C -0.009 4.563 2.312
S -0.013 0.536 2.165
C -1.075 2.594 0.643

***

# 2
101
Properties=species:S:1:pos:R:3 method="wB97M-V/def2-TZVPD" orbital_gap_ev=8.283 smiles=CC[C@H](C)c1cc(CCO)cc2nccnc12.c1ccncc1.c1ccncc1.c1ccncc1.c1ccncc1.c1ccncc1.c1ccncc1 lumo_energy_ev=-0.10 de_lowest_kj_mol=32.5
H 3.499 -1.368 -1.539
H 5.272 -2.009 6.314
C -1.027 -7.802 -2.586
C 2.393 -6.633 -7.078
H -0.233 -11.012 -1.919
H -1.799 -9.223 -1.161
C 0.524 4.838 2.247
C 5.926 -2.148 10.051
H 0.178 5.140 -0.166
C -5.466 3.384 0.028
C 2.374 -0.691 -5.097
C 4.235 2.473 5.433
N 2.776 -5.055 -5.307
H -7.182 3.876 2.887
C 4.213 2.397 2.896
N 1.538 1.246 -0.376
H -0.399 -2.049 -4.095
H -5.539 2.944 -0.961
N 5.701 -3.296 9.401
N 1.456 -1.187 -4.255
C 0.715 -8.671 -3.951
C 2.428 1.604 0.632
C 5.932 -0.904 9.441
H 1.190 3.767 -0.900
H 1.329 -0.139 -1.990
C 5.695 -0.841 8.077
C 2.008 2.773 1.510
C 2.211 -0.638 -6.474
C -11.328 6.080 0.351
H 2.675 3.964 3.337
C 1.034 -1.130 -7.010
H -1.738 3.610 0.255
H -12.135 4.656 1.752
C 1.777 -4.344 -7.374
C -11.411 4.843 0.969
H -10.292 7.225 -1.152
N 4.175 -0.199 0.092
C -9.564 5.209 -0.986
H 6.110 -2.248 11.116
H -0.863 -2.046 -6.547
H 4.067 3.366 6.094
C -10.386 6.272 -0.647
H -0.510 5.248 2.098
H 1.449 -8.571 -4.743
C -4.170 4.521 1.519
H 0.622 4.503 3.322
C 0.376 4.030 -0.175
H -0.025 -6.660 -4.115
H 2.470 -7.652 -7.434
C -6.374 3.902 2.164
C 3.254 -0.493 -0.870
H 5.511 0.760 2.207
C 5.473 -3.210 8.086
C 3.689 0.869 0.840
H 4.143 0.714 6.228
C 2.251 -4.107 -6.093
H 1.494 -5.860 -8.871
H -0.918 2.240 -0.554
H -3.211 4.990 1.717
C -1.025 3.367 -0.589
H 1.361 -3.540 -7.965
C -1.092 -9.036 -1.959
C -5.170 4.513 2.478
H 2.986 -0.223 -7.106
C 0.068 -1.652 -6.161
C -0.106 -7.610 -3.603
C 2.836 -6.293 -5.810
H 6.067 2.295 4.126
N -4.295 3.970 0.307
H 1.320 5.601 1.997
C -0.223 -10.031 -2.381
H 3.279 -0.321 -4.627
H -1.688 -6.997 -2.285
C 5.461 -2.017 7.381
H -11.991 6.886 0.643
H 5.692 0.113 7.560
C 0.667 3.562 1.320
H 2.217 -3.117 -5.661
C -6.530 3.325 0.914
H -1.412 3.736 -1.573
O 4.854 1.377 6.140
N 0.673 -9.871 -3.360
C 4.557 1.318 1.999
H 3.264 -7.040 -5.149
H -10.564 2.862 1.016
H 6.118 -0.007 10.018
C -10.540 3.847 0.559
C 0.326 -1.656 -4.800
C 5.084 2.848 4.122
H -0.161 2.853 1.639
H 5.198 3.963 4.063
H -5.011 4.973 3.445
H -7.456 2.840 0.634
C 1.963 0.203 -1.139
N -9.623 4.006 -0.403
H -8.814 5.310 -1.763
H 5.291 -4.156 7.586
C 1.853 -5.634 -7.873
H 0.867 -1.109 -8.081
H 3.205 2.144 5.090
C 2.906 3.139 2.610

***

# 3
45
Properties=species:S:1:pos:R:3 method="wB97M-V/def2-TZVPD" orbital_gap_ev=6.723 lumo_energy_ev=-1.10 de_lowest_kj_mol=1876.2
C 1.886 2.722 -4.564
C 0.149 -2.198 3.254
H -1.558 0.866 -4.633
H 1.909 3.134 -6.935
N -1.349 -2.886 1.873
H 1.615 -3.303 4.317
H 1.314 5.602 -4.860
H 2.541 1.234 -2.619
H 0.857 -4.045 2.743
C -0.437 -0.511 -1.725
C -1.478 -0.671 2.211
C -0.808 0.741 -3.639
C -0.686 -1.319 -0.556
H 3.154 4.148 -5.887
C 0.778 -3.569 3.504
C 1.426 1.012 -2.657
H 2.814 2.012 -4.949
C 0.832 -1.092 3.772
O -2.721 -4.040 0.316
C 1.960 3.749 -5.713
H 1.481 -0.177 -0.866
H -2.191 -0.481 1.491
H -1.218 1.603 2.598
C -2.239 -2.995 0.582
C -0.791 -1.855 2.376
H -0.091 4.583 -5.625
C -1.885 -2.156 -0.484
H 0.071 -1.938 -0.050
O 0.703 2.208 -4.575
H -2.299 -0.616 -2.925
O 1.691 1.115 5.074
H 2.126 3.369 -3.772
C 0.402 1.506 -3.542
O 0.586 2.502 4.059
H -0.411 -4.062 4.077
H 1.430 -1.246 4.601
H -2.659 -1.839 -1.139
N 1.026 1.417 4.242
C -0.691 0.425 2.719
C -1.284 -0.145 -2.790
H 1.077 5.713 -6.515
C 1.160 0.079 -1.733
C 1.054 4.884 -5.623
H -1.459 -3.703 2.362
C 0.207 0.360 3.634

***

# 4
100
Properties=species:S:1:pos:R:3 method="wB97M-V/def2-TZVPD" orbital_gap_ev=9.365 total_charge=-1 lumo_energy_ev=2.14
H -0.357 -3.424 4.840
H -3.096 0.879 -0.554
C -4.597 -3.667 -0.478
C -1.993 1.431 5.160
H 1.563 2.234 -3.470
H -2.033 2.337 -5.557
H -4.075 0.242 -5.720
H -3.294 3.136 -1.923
H -3.132 1.083 -3.684
H -1.055 0.580 3.404
C 2.697 0.461 -3.662
H -1.864 -4.460 3.135
O -2.429 -2.765 2.273
O 3.185 0.630 1.552
H 2.330 -2.334 -1.273
Cl -5.252 -1.575 -2.167
H 1.447 1.945 4.326
H 1.130 1.845 2.636
C -1.412 -3.483 2.942
H -1.935 2.061 3.092
F 1.206 1.375 -0.367
C -1.953 1.137 3.669
H 3.735 2.905 0.048
Cl 1.968 2.078 -5.715
H 2.282 0.299 1.463
F 0.355 -0.925 -0.640
H 1.007 4.391 -2.309
Cl -3.391 0.349 3.023
C -1.492 1.529 -5.050
H -0.816 1.061 -5.764
Cl -2.108 -0.116 5.995
C 1.989 -4.344 -2.189
N 2.863 2.709 -0.416
H -3.134 1.925 0.891
H -0.845 2.060 -4.347
Cl 4.144 -0.141 -4.487
As -0.264 0.523 0.148
C 3.960 -0.435 2.066
F 0.376 -0.150 1.651
H -1.392 0.116 -2.873
Cl 0.273 3.887 3.669
C 4.000 -1.691 1.183
Cl 1.832 -5.106 -0.577
H 3.546 2.125 3.217
H 2.971 3.595 2.355
H 0.176 4.239 -0.769
H -1.946 -2.007 1.912
H 0.620 -4.277 2.571
H -2.626 -0.751 -6.099
H -3.939 -4.116 0.264
O 2.792 4.917 -0.593
H 0.154 -2.846 1.532
H -0.418 -1.897 4.030
H -1.873 -2.532 4.828
H 4.992 -0.095 2.176
H 2.327 -0.982 3.494
H 1.814 -0.172 -3.751
H 0.971 -4.196 -2.547
H -5.566 -3.566 0.007
H -3.986 -1.713 -0.189
H 3.129 -2.343 1.245
C -0.177 -3.748 2.054
H 3.853 -1.704 3.785
C 2.458 1.926 -4.009
F -1.781 -0.248 0.519
C 0.878 3.742 -1.443
H -2.835 2.080 5.404
H 2.416 1.818 -0.570
Cl 3.318 4.019 4.636
C 2.882 2.985 3.253
H -0.528 -4.308 1.183
Cl -4.695 -4.785 -1.864
Cl -2.548 4.489 -0.254
H 2.555 -4.962 -2.881
C 2.607 -2.957 -2.122
H 3.595 -0.158 4.307
F -0.755 1.976 0.933
H 3.348 2.518 -3.820
C -2.706 2.871 -1.050
H 4.096 -1.372 0.143
C -1.008 -2.797 4.224
Cl 4.433 -2.989 -2.040
H 4.928 -2.235 1.364
C -4.099 -2.350 -1.069
H 2.324 -2.296 -2.940
H 0.436 2.788 -1.722
O -1.524 -0.340 -3.721
C 3.397 -0.773 3.424
H -1.702 2.479 -1.199
H -1.148 2.038 5.484
H 2.833 0.420 -2.577
C -2.430 0.563 -4.343
F -1.047 0.988 -1.393
C 2.210 3.836 -0.730
Cl -5.183 2.063 -0.262
H -3.122 -2.538 -1.509
C -3.381 1.856 -0.164
H -3.686 -1.119 -4.759
C -3.218 -0.297 -5.305
C 1.441 2.543 3.412

***

# 5
14
Properties=species:S:1:pos:R:3 method="wB97M-V/def2-TZVPD" orbital_gap_ev=9.461 lumo_energy_ev=-1.41 de_lowest_kj_mol=92.4
P -0.295 0.924 -0.094
O -0.638 2.155 -0.782
H 1.888 0.158 0.664
H -0.621 -0.433 1.898
H -1.364 1.206 2.250
H 0.262 -0.557 -1.773
N 1.433 0.883 0.107
C -0.599 -0.601 -1.098
N -3.713 -0.438 -0.163
C -1.015 0.535 1.543
C -2.796 -0.008 0.405
H 1.439 1.738 0.679
H -1.415 -0.547 -1.734
H -0.771 -1.503 -0.505

***

# 6
39
Properties=species:S:1:pos:R:3 method="wB97M-V/def2-TZVPD" orbital_gap_ev=8.416 smiles="CCOC(=O)CNC(=O)CSP(=S)(OCC)OCC" lumo_energy_ev=0.07 de_lowest_kj_mol=882.1
H 4.538 -2.854 1.807
O -0.174 -0.456 0.192
H -2.525 -0.869 0.940
H 1.633 2.044 -0.445
O -2.540 1.220 0.739
O 3.492 -2.332 0.148
S -0.907 2.047 -1.678
C 5.428 -3.696 0.109
H -2.724 5.174 -0.419
H -4.688 0.609 -0.569
H -4.895 0.007 0.965
C -2.716 0.039 0.280
C 1.634 -1.944 -1.352
C -4.474 -0.233 0.017
H 1.534 -2.119 -2.333
H -2.918 3.700 -1.024
H 2.960 -0.195 -0.885
S 0.362 2.252 1.388
C 4.160 -3.306 0.900
C 1.585 1.341 0.284
H 3.552 -4.292 1.074
H -4.573 -1.199 -0.123
H 5.995 -2.739 -0.399
H -2.286 -0.224 -0.851
O -1.793 3.535 0.665
H 6.143 -4.406 0.570
C -3.036 4.188 -0.226
H -4.164 4.287 1.462
O 2.537 -4.195 -0.705
C 1.051 0.161 -0.025
C -4.272 3.866 0.623
P -1.249 2.039 0.281
C 2.590 -3.010 -0.548
H -5.017 4.303 0.101
H -4.564 2.789 0.552
H 0.641 -2.132 -0.943
N 1.956 -0.651 -0.853
H 2.605 1.539 0.919
H 5.116 -4.286 -0.636

***

# 7
47
Properties=species:S:1:pos:R:3 method="wB97M-V/def2-TZVPD" orbital_gap_ev="8.506 / 6.725" total_charge=+3 lumo_energy_ev="-9.44 / -11.21" spin_multiplicity=2 de_lowest_kj_mol=66.9
N -5.597 -12.058 6.499
H -4.262 -14.556 7.237
H -9.706 -9.367 14.366
H -4.446 -11.865 4.682
H -2.765 -13.763 11.387
H -5.137 -8.614 6.841
H -9.916 -13.021 13.218
H -5.142 -14.384 9.533
H -6.968 -13.721 6.074
C -3.905 -10.301 6.059
H -3.543 -9.617 5.265
C -0.588 -11.236 10.388
H -6.272 -9.784 8.032
H -7.927 -12.562 12.165
H -3.046 -10.909 6.434
C -5.721 -13.830 8.720
H -1.122 -13.519 12.044
N -5.361 -10.260 8.086
C -10.205 -12.037 13.545
C -9.037 -9.762 13.578
H -11.259 -11.834 13.154
H -5.695 -15.435 7.268
C -9.114 -11.042 13.123
H -7.971 -7.849 13.236
H -6.796 -14.076 8.899
C -5.486 -11.703 7.746
C -8.091 -8.886 13.020
C -4.998 -11.194 5.431
C -5.869 -13.554 6.228
C -5.304 -14.425 7.377
H -2.648 -13.499 13.122
H -0.515 -12.257 10.126
H -0.840 -10.659 9.501
H -5.284 -13.841 5.367
H -5.748 -10.611 4.876
H -10.321 -11.915 14.642
Yb -5.151 -10.904 10.413
H 0.234 -10.869 11.003
Br -5.952 -8.240 11.270
H -3.681 -8.964 7.749
C -4.452 -9.439 7.192
C -7.187 -9.455 12.165
N -5.559 -12.342 8.872
Te -2.210 -11.156 11.755
C -8.026 -11.493 12.319
C -2.211 -13.262 12.166
N -7.035 -10.712 11.877

***

# 8
31
Properties=species:S:1:pos:R:3 method="wB97M-V/def2-TZVPD" orbital_gap_ev=8.485 smiles="N[C@@H](CC1=CCCCc2o[nH]c(=O)c21)C(=O)O" lumo_energy_ev=0.37 de_lowest_kj_mol=419.1
O 1.306 -1.708 -2.355
H -2.024 2.295 1.348
C -2.080 1.880 0.403
C -0.098 2.859 -0.806
H -0.545 -2.300 -0.658
C 1.237 -0.474 -2.112
H -1.983 -0.036 1.412
C 0.583 1.691 -1.517
C -1.644 2.790 -0.674
C 0.952 -1.939 0.936
H -1.156 -2.035 0.963
C 0.365 0.325 -1.197
C -1.425 0.508 0.659
H 0.356 -3.875 1.456
N 1.124 -3.440 0.857
H -3.176 1.644 0.243
H 0.970 -2.057 4.371
H 0.124 3.772 -1.408
C -0.511 -0.209 -0.098
C -0.437 -1.657 0.250
O 0.700 -2.453 3.508
N 1.926 0.414 -2.919
O 1.731 -0.510 2.798
H 0.269 2.978 0.155
O 1.535 1.794 -2.413
C 1.111 -1.536 2.510
H 1.706 -1.394 0.415
H 1.183 -3.677 -0.100
H -1.971 2.436 -1.684
H -2.027 3.779 -0.456
H 1.898 0.136 -3.886

***

# 9
8
Properties=species:S:1:pos:R:3 method="wB97M-V/def2-TZVPD" orbital_gap_ev=5.224 total_charge=-2 smiles="O=P([O-])([O-])CBr" lumo_energy_ev=5.72 de_lowest_kj_mol=42.6
H -1.276 0.284 0.582
O 1.669 -0.433 -1.385
O 1.422 1.414 0.388
Br -0.546 -1.452 2.135
C -0.679 -0.525 0.477
O -0.262 1.364 -1.395
P 0.823 0.601 -0.707
H -1.150 -1.253 -0.095

***

Number 1: energy -118268.0677 eV, molecular weight 550.45 g mol⁻¹. Number 2: energy -60371.1093 eV, molecular weight 704.92 g mol⁻¹. Number 3: energy -31180.7316 eV, molecular weight 340.38 g mol⁻¹. Number 4: energy -261810.4235 eV, molecular weight 1022.03 g mol⁻¹. Number 5: energy -17538.6609 eV, molecular weight 118.08 g mol⁻¹. Number 6: energy -53375.5278 eV, molecular weight 329.38 g mol⁻¹. Number 7: energy -130760.5710 eV, molecular weight 641.94 g mol⁻¹. Number 8: energy -22800.8839 eV, molecular weight 238.24 g mol⁻¹. Number 9: energy -86543.8222 eV, molecular weight 172.90 g mol⁻¹.